Version A
# C6H9F

A structure of composition C6H9F (the ωB97M-V functional and the def2-TZVPD basis, OMol25).

**Frontier orbital gap**: 9.304 eV
**Lowest unoccupied orbital energy**: 0.80 eV

XYZ file:
```
16
Properties=species:S:1:pos:R:3:nbo_charge:R:1
C -0.135 1.610 -0.704 -0.5508
H -1.584 -0.112 1.406 0.2134
C -1.332 -0.522 0.398 -0.2395
H 0.968 0.391 1.730 0.2092
C -2.279 -1.135 -0.262 -0.3891
H 0.391 1.960 0.062 0.1802
H 0.453 1.589 -1.699 0.2141
H -1.978 -1.621 -1.227 0.2015
H -1.210 1.799 -0.827 0.2077
H 2.650 -0.838 -0.308 0.1915
C 2.425 -0.372 0.598 -0.3704
C 1.131 -0.136 0.870 -0.2633
H -3.257 -1.181 0.015 0.1992
H 3.338 -0.347 1.275 0.2104
F 0.377 -0.813 -1.277 -0.3601
C 0.041 -0.271 -0.052 0.3462
```

***

Version B
# C6H9F

An isolated molecule of C6H9F (the ωB97M-V functional and the def2-TZVPD basis, OMol25).

**Frontier orbital gap**: 8.712 eV
**Lowest unoccupied orbital energy**: 1.02 eV

XYZ file:
```
16
Properties=species:S:1:pos:R:3:nbo_charge:R:1
H 2.171 -1.071 -0.611 0.2210
C -0.218 0.085 1.756 -0.5294
C 0.425 0.454 -0.863 -0.2049
H 1.341 -1.458 1.836 0.2066
H 0.919 1.276 -1.344 0.1921
H -1.564 1.417 0.576 0.1635
H -1.230 -0.570 1.694 0.2257
C 0.915 -0.724 1.195 -0.1929
H -1.193 -0.872 -0.965 0.2101
C -0.808 -0.048 -1.633 -0.6520
C 1.263 -0.527 -0.052 -0.2316
F 0.023 2.472 1.352 -0.3295
H 0.001 0.203 2.819 0.2232
H -1.447 0.868 -1.701 0.2215
C -0.580 1.344 1.049 0.2641
H -0.342 -0.398 -2.500 0.2126
```

***

Version C
# C6H9F

An isolated molecule of C6H9F (the ωB97M-V functional and the def2-TZVPD basis, OMol25).

**Frontier orbital gap**: 10.670 eV
**Lowest unoccupied orbital energy**: 1.02 eV
**SMILES**: C=CC(C)(F)C=C

XYZ file:
```
16
Properties=species:S:1:pos:R:3:nbo_charge:R:1
H 1.484 0.038 -2.210 0.2256
F -0.216 1.031 -1.043 -0.3923
H 0.807 0.773 2.300 0.2190
C 0.029 0.225 0.105 0.3073
H 1.188 -1.352 0.603 0.2016
H 1.228 1.945 0.878 0.2194
H 2.394 -1.506 -1.484 0.2011
C -2.123 -0.617 -0.459 -0.3344
C 1.135 -0.663 -0.232 -0.2170
H -3.130 -1.109 -0.325 0.2005
H -0.501 1.872 1.225 0.2248
C 0.457 1.342 1.300 -0.6278
C -1.278 -0.443 0.535 -0.2535
H -1.808 -0.485 -1.449 0.2074
C 1.843 -0.648 -1.348 -0.4025
H -1.509 -0.402 1.607 0.2208
```

***

Energies relative to the most stable structure, in hartree: version A 0.0369; version B 0.0487; version C 0.0000.

***

Version A
# C2H7N3OS

An isolated molecule of C2H7N3OS (the ωB97M-V functional and the def2-TZVPD basis, OMol25).

**Frontier orbital gap**: 9.318 eV
**Lowest unoccupied orbital energy**: 0.33 eV
**SMILES**: [H]/N=C(/NO)N(C)S

XYZ file:
```
14
Properties=species:S:1:pos:R:3:nbo_charge:R:1
N -1.336 -1.021 0.848 -0.8027
H -1.448 1.517 -2.209 0.2438
N -0.360 0.384 -0.683 -0.5798
S 1.084 1.124 -1.219 0.1865
H -2.323 -0.918 0.738 0.3761
H 1.563 -0.099 -1.899 0.1316
N 0.873 -1.021 0.747 -0.4094
C -1.708 0.999 -1.122 -0.4566
H 2.028 -0.664 0.516 0.4154
H -0.238 -1.822 2.280 0.5057
O 0.750 -1.291 2.419 -0.6016
H -2.254 1.850 -0.407 0.2181
H -2.555 0.082 -1.042 0.2291
C -0.353 -0.333 0.420 0.5438
```

***

Version B
# C2H7N3OS

An isolated molecule of C2H7N3OS (the ωB97M-V functional and the def2-TZVPD basis, OMol25).

**Frontier orbital gap**: 10.067 eV
**Lowest unoccupied orbital energy**: 0.63 eV
**SMILES**: CN(S)C(=O)NN

XYZ file:
```
14
Properties=species:S:1:pos:R:3:nbo_charge:R:1
H -0.518 -1.907 -0.358 0.1958
H -2.916 0.764 0.810 0.1031
C 0.107 1.143 -0.165 0.7506
N 2.116 -0.213 -0.721 -0.6438
C -0.747 -1.130 0.379 -0.4314
N -0.920 0.164 -0.236 -0.6065
H 0.179 -0.948 1.099 0.2179
O -0.128 2.359 0.015 -0.6109
N 1.423 0.701 0.143 -0.5078
H 2.302 -1.196 -0.305 0.3448
H 1.350 -0.476 -1.427 0.3422
S -2.634 0.440 -0.469 0.2157
H -1.735 -1.234 0.914 0.2196
H 2.120 1.533 0.321 0.4107
```

***

Version C
# C2H7N3OS

A structure of composition C2H7N3OS (the ωB97M-V functional and the def2-TZVPD basis, OMol25).

**Frontier orbital gap**: 8.256 eV
**Lowest unoccupied orbital energy**: 0.44 eV

XYZ file:
```
14
Properties=species:S:1:pos:R:3:nbo_charge:R:1
H 1.109 -2.196 2.207 0.1718
H 0.682 0.276 0.803 0.3963
C 0.457 -2.302 0.764 -0.3236
S -0.420 -0.560 -2.426 -0.2620
H -1.260 2.693 0.737 0.3777
C -0.349 0.335 -1.025 0.2432
N -0.669 1.579 -0.817 -0.4539
N -0.377 2.306 0.395 -0.6939
H -1.156 2.254 -1.523 0.4076
H 0.997 -3.274 0.231 0.2107
H 0.453 3.012 0.165 0.3765
N 0.410 -0.203 -0.018 -0.3398
O 1.030 -1.368 -0.279 -0.3555
H -0.907 -2.551 0.788 0.2450
```

***

Energies relative to the most stable structure, in hartree: version A 0.1527; version B 0.0000; version C 0.1707.

***

Version A
# H2NO2S

A cluster of 2 separate species, H2NO2S in total (the ωB97M-V functional and the def2-TZVPD basis, OMol25).

**Net charge**: -1
**Frontier orbital gap (alpha / beta)**: 8.803 / 6.175 eV
**Lowest unoccupied orbital energy (alpha / beta)**: 3.95 / 3.39 eV

XYZ file:
```
6
Properties=species:S:1:pos:R:3:nbo_charge:R:1
O -0.858 -1.087 -0.920 -0.9736
O -1.234 -0.544 1.363 -0.9670
H 0.367 1.715 -0.728 0.3829
N -0.085 1.199 0.029 -1.1874
S -0.406 -0.259 0.158 2.1200
H 2.218 -1.024 0.098 -0.3749
```

***

Version B
# H2NO2S

A cluster of 2 separate species, H2NO2S in total (the ωB97M-V functional and the def2-TZVPD basis, OMol25).

**Net charge**: -1
**Frontier orbital gap (alpha / beta)**: 5.951 / 7.937 eV
**Lowest unoccupied orbital energy (alpha / beta)**: 3.89 / 4.07 eV

XYZ file:
```
6
Properties=species:S:1:pos:R:3:nbo_charge:R:1
S 1.379 -0.035 -0.352 1.4715
N -1.602 0.085 -0.566 -1.1418
H -1.603 0.811 0.155 0.2928
O 1.728 1.193 0.384 -0.9568
H -1.541 -0.800 -0.056 0.2936
O 1.638 -1.255 0.435 -0.9594
```

***

Energies relative to the most stable structure, in hartree: version A 0.0862; version B 0.0000.

***

Version A
# C7H10N2O

An isolated molecule of C7H10N2O (the ωB97M-V functional and the def2-TZVPD basis, OMol25).

**Frontier orbital gap (alpha / beta)**: 8.664 / 8.663 eV
**Lowest unoccupied orbital energy (alpha / beta)**: 0.13 / 0.13 eV

XYZ file:
```
20
Properties=species:S:1:pos:R:3:nbo_charge:R:1
C 2.958 1.665 -0.023 -0.2417
H 0.011 1.338 0.793 0.2298
H 0.406 -0.282 1.370 0.2104
H -2.394 0.592 0.302 0.2054
H -0.329 -2.243 -0.951 0.2189
C -0.263 0.322 0.737 -0.4435
C 0.024 -0.077 -0.667 0.1221
C 2.096 1.000 -0.563 0.3395
H 4.726 -1.426 -0.401 0.3508
O 1.084 0.750 -1.308 -0.4769
N 4.329 0.090 0.688 0.0182
H -2.070 -0.958 1.148 0.2125
C 0.528 -1.521 -0.838 -0.6358
H 1.090 -1.489 -1.704 0.2251
H -1.942 0.619 1.923 0.2193
N 4.166 -1.050 0.309 -0.4311
H -0.902 0.211 -1.191 0.1969
H 1.086 -1.744 0.054 0.2196
C 4.127 1.280 0.784 0.0684
C -1.733 0.105 1.030 -0.6078
```

***

Version B
# C7H10N2O

A cluster of 2 separate species, C7H10N2O in total (the ωB97M-V functional and the def2-TZVPD basis, OMol25).

**Frontier orbital gap**: 9.407 eV
**Lowest unoccupied orbital energy**: 0.59 eV
**SMILES**: c1ccncc1.CC(N)=O

XYZ file:
```
20
Properties=species:S:1:pos:R:3:nbo_charge:R:1
C 0.724 0.797 1.367 0.0244
H -2.789 1.334 -0.766 0.2095
C 1.800 0.177 -0.773 -0.1218
H 2.521 -1.681 -0.915 0.2481
H 2.236 0.583 -1.705 0.2240
H 0.194 -0.993 -1.346 0.4384
C 1.715 -1.098 -0.425 -0.3910
H -3.593 0.254 0.428 0.2527
H 0.371 1.562 2.160 0.2051
N 0.449 -0.464 1.539 -0.3975
N -0.401 -0.152 -0.891 -0.8685
C 1.528 1.115 0.277 -0.2440
C -2.592 0.559 0.030 -0.7287
C -1.601 -0.495 -0.276 0.6456
O -1.583 -1.490 0.481 -0.5770
H -0.662 0.430 -1.917 0.3750
H -2.352 1.201 0.835 0.2508
C 1.193 -1.373 0.801 0.0497
H 1.057 -2.397 0.963 0.2009
H 1.786 2.131 0.134 0.2042
```

***

Energies relative to the most stable structure, in hartree: version A 0.0912; version B 0.0000.

***

Version A
# CH41NO19

A cluster of 20 separate species, CH41NO19 in total (the ωB97M-V functional and the def2-TZVPD basis, OMol25).

**Frontier orbital gap**: 9.521 eV
**Lowest unoccupied orbital energy**: 0.00 eV

XYZ file:
```
62
Properties=species:S:1:pos:R:3:nbo_charge:R:1
H 1.267 -1.544 -4.457 0.4846
H 3.061 0.035 -1.864 0.5170
O 1.999 1.623 4.016 -0.9421
H -0.929 -0.421 -4.887 0.4902
H -0.130 -3.585 -2.069 0.4861
H 0.416 -1.483 -3.142 0.5294
H 2.272 1.637 -2.948 0.4922
H 3.432 0.144 -0.279 0.5198
H -2.088 3.042 -0.121 0.4925
H -0.173 2.552 -2.113 0.5196
H 1.794 1.227 4.881 0.4618
H 0.409 0.212 -1.630 0.1246
H 2.573 -3.429 -0.126 0.4947
H -0.079 -2.968 1.984 0.4701
O 2.699 0.824 -3.232 -0.9763
H 0.579 3.030 1.345 0.4844
O 3.090 -0.438 -0.972 -1.0331
H 1.102 -3.331 2.825 0.4960
H 1.216 0.501 -0.105 0.1858
O -3.071 -2.084 -0.300 -0.9681
H -2.146 -1.380 -4.757 0.4668
H 4.454 1.466 1.786 0.4807
H -3.941 0.411 -0.271 0.4793
H -2.408 2.881 -2.752 0.4894
H -3.971 -1.787 -0.099 0.4994
O 0.328 -2.760 -1.915 -1.0262
O 3.812 1.441 1.073 -0.9942
H -1.124 -0.631 2.487 0.4902
H 2.279 -2.083 1.588 0.4915
O -1.684 -1.205 3.023 -0.9959
H -2.356 3.008 3.602 0.4614
O -4.106 -0.798 2.068 -0.9861
O 1.289 2.474 1.049 -0.9872
H -1.622 3.005 2.334 0.4916
H 3.069 2.000 1.397 0.5170
O 0.645 2.816 -1.632 -1.0099
H -0.885 2.213 0.077 0.4854
H -3.981 -1.259 2.922 0.5031
O -3.343 0.389 -1.037 -0.9904
H 1.177 2.464 0.062 0.4980
N -0.458 -0.779 0.013 -0.6801
H 2.491 -1.806 -0.400 0.5344
H 2.577 -1.241 2.821 0.4787
H -2.542 -2.008 0.543 0.5118
H -2.315 1.507 -1.994 0.5348
O -1.508 2.727 3.265 -0.9706
H 0.940 -2.761 -1.131 0.5136
H -1.075 -1.679 3.597 0.4997
O -1.894 -0.458 -4.766 -0.9636
O -1.670 2.509 0.563 -0.9684
O 0.150 -3.179 2.897 -0.9739
H -3.594 0.024 2.099 0.4854
H 2.028 0.184 -3.558 0.5071
H -2.960 -0.501 -0.925 0.4941
O 0.787 -0.954 -3.877 -0.9978
O 2.589 -2.162 2.545 -0.9940
C 0.376 -0.030 -0.560 -0.0332
H 1.034 1.798 3.858 0.4809
H -1.135 -1.337 -0.471 0.3663
O 2.056 -2.630 0.016 -0.9994
H 0.855 3.708 -1.988 0.4884
O -1.913 2.395 -2.081 -1.0075
```

***

Version B
# CH41NO19

A cluster of 19 separate species, CH41NO19 in total (the ωB97M-V functional and the def2-TZVPD basis, OMol25).

**Frontier orbital gap**: 9.548 eV
**Lowest unoccupied orbital energy**: 0.10 eV

XYZ file:
```
62
Properties=species:S:1:pos:R:3:nbo_charge:R:1
O -0.533 0.521 -0.777 -0.8082
H 1.500 -1.062 -0.919 0.3838
N 1.501 -0.560 -0.038 -0.8958
O -2.283 0.740 2.765 -1.0363
H -0.057 1.030 -1.464 0.5127
H 1.127 -0.663 3.024 0.5000
H 1.914 1.998 -2.083 0.5067
O 4.649 0.621 -1.354 -0.9465
O 3.229 -1.871 -2.403 -0.9983
O -1.054 0.225 -4.486 -0.9777
H -3.372 3.695 0.796 0.4728
O 1.299 -1.600 2.844 -0.9793
H 2.369 3.197 2.509 0.5226
H -3.494 -2.116 -0.664 0.4951
H 2.684 3.230 0.377 0.5161
H -0.204 2.473 -2.996 0.4986
O -3.829 -0.686 0.945 -1.0193
O 0.547 1.871 -3.114 -0.9999
O -2.573 -4.462 1.349 -0.9857
H -2.780 1.460 2.367 0.5113
H -2.062 2.972 0.606 0.4905
O 0.202 0.723 3.898 -1.0031
H -3.016 -3.479 -0.109 0.5122
O -1.575 2.931 -1.153 -0.9613
O -1.198 -1.551 -2.381 -1.0483
H -2.310 3.234 -1.701 0.4766
H 3.217 1.594 -1.302 0.4856
H 2.368 -0.015 0.103 0.3778
H -0.370 -0.586 0.876 0.1801
H -1.849 2.052 -0.860 0.5017
O -3.092 -2.970 -0.935 -1.0015
O 3.246 3.419 1.149 -0.9601
H -1.373 0.917 3.059 0.5125
C 0.275 0.123 0.323 0.0839
H 0.581 1.058 0.838 0.1777
H -3.127 -0.390 1.541 0.5138
H -1.455 -0.436 -3.883 0.5161
H 1.463 3.448 3.791 0.4744
H 0.853 1.446 3.661 0.5181
O -1.157 -2.564 2.729 -1.0118
H 2.408 -2.414 -2.352 0.5028
H -2.103 -3.684 1.730 0.5066
H 1.627 -1.704 1.945 0.5006
H -4.739 -0.701 1.237 0.4888
H -1.077 -0.802 -1.751 0.4993
O 0.939 -3.225 -1.876 -0.9930
H 3.667 -2.441 -3.045 0.4709
H -0.105 0.977 4.794 0.4886
H 4.231 -0.254 -1.396 0.5019
H -1.737 -1.821 2.558 0.4794
H -0.611 -0.331 -5.154 0.4788
H 4.816 0.676 -2.304 0.4789
H 3.933 2.780 0.905 0.4830
H -0.247 -2.286 2.973 0.5188
H 0.380 -2.572 -2.334 0.5091
O -2.784 3.063 1.261 -0.9741
O 2.442 2.193 -1.283 -1.0441
O 1.689 2.803 3.119 -1.0072
H -1.921 -5.157 1.505 0.4751
H -1.806 -2.107 -1.832 0.5189
H 0.217 1.129 -3.679 0.5159
H 0.522 -4.087 -1.950 0.4937
```

***

Energies relative to the most stable structure, in hartree: version A 0.0679; version B 0.0000.

***

Version A
# C3H6FOP

An isolated molecule of C3H6FOP (the ωB97M-V functional and the def2-TZVPD basis, OMol25).

**Frontier orbital gap**: 8.850 eV
**Lowest unoccupied orbital energy**: 0.78 eV
**SMILES**: C=CC=[P@@H](O)F

XYZ file:
```
12
Properties=species:S:1:pos:R:3:nbo_charge:R:1
C -2.118 0.453 -0.542 -0.4366
C -0.052 0.256 0.733 -0.9481
F 2.524 0.490 -0.766 -0.5769
H -0.347 1.161 1.224 0.2576
P 1.535 -0.031 0.441 1.8714
H -2.744 0.038 -1.184 0.1908
H -0.515 -0.710 -1.166 0.1746
H 2.269 0.488 1.409 -0.0908
C -0.930 -0.066 -0.325 -0.1978
O 1.865 -1.554 0.167 -0.9326
H 0.937 -1.840 -0.014 0.5055
H -2.423 1.315 0.023 0.1828
```

***

Version B
# C3H6FOP

An isolated molecule of C3H6FOP (the ωB97M-V functional and the def2-TZVPD basis, OMol25).

**Frontier orbital gap**: 8.315 eV
**Lowest unoccupied orbital energy**: 0.79 eV
**SMILES**: C=CC=[P@@H](O)F

XYZ file:
```
12
Properties=species:S:1:pos:R:3:nbo_charge:R:1
C 0.936 -1.275 -0.904 -0.4686
H -2.196 1.423 1.846 -0.0990
O -0.110 2.020 1.439 -0.9719
P -1.398 1.482 0.746 1.8782
H 1.006 0.142 0.622 0.1639
C -0.783 0.333 -0.414 -0.8769
H 0.685 1.808 0.872 0.5195
C 0.384 -0.321 -0.103 -0.2082
H 0.312 -1.484 -1.833 0.1759
H -1.407 -0.297 -0.946 0.2419
F -2.282 2.828 0.383 -0.5601
H 1.819 -1.837 -0.810 0.2052
```

***

Energies relative to the most stable structure, in hartree: version A 0.0000; version B 0.0159.